Version w
{"formula": "C3H6N2O3", "method": "ωB97M-V with the def2-TZVPD basis set", "species": ["N", "C", "O", "H", "O", "N", "O", "H", "C", "C", "H", "H", "H", "H"], "xyz": [[-2.86992, -0.12362, 0.02422], [-2.93046, -1.20232, -0.44769], [-3.16297, -2.23684, -0.92164], [-2.29005, 0.69940, -0.04241], [-2.93830, 2.51200, -1.50721], [-4.02939, 2.35859, -1.95884], [-4.66151, 1.25392, -1.63341], [-4.29603, 0.65528, -0.81708], [1.19064, -0.03672, -0.01964], [2.17761, 0.11905, 0.75425], [0.56957, -0.96752, -0.13524], [0.95161, 0.61804, -0.97342], [2.83679, 1.04687, 0.64367], [2.28673, -0.48702, 1.61980]], "smiles": "N=C=O.O=NO.C=C", "e_lumo_ev": 0.4}

=====

Version x
{"formula": "C3H6N2O3", "method": "ωB97M-V with the def2-TZVPD basis set", "species": ["N", "C", "C", "O", "N", "C", "O", "O", "H", "H", "H", "H", "H", "H"], "xyz": [[-1.02422, -0.60029, 2.80818], [-1.11116, 0.45190, 1.76867], [-0.76027, 0.01392, 0.31938], [-1.02492, -1.09733, -0.08810], [0.11366, 0.81599, -0.40603], [1.11093, 0.31349, -1.22542], [2.21760, 0.74015, -1.36732], [0.65476, -0.55793, -2.16679], [-1.96729, -0.96493, 2.84607], [-0.30911, -1.26658, 2.54806], [-2.04905, 0.92301, 1.97391], [-0.36350, 1.30141, 1.94038], [0.21267, 1.79019, -0.18371], [0.04696, -1.26035, -1.86482]], "smiles": "NCC(=O)NC(=O)O", "e_lumo_ev": 0.5}

=====

Most stable = version x

=====

Version w
{"formula": "C3H6N2O3", "method": "ωB97M-V with the def2-TZVPD basis set", "species": ["C", "C", "O", "O", "N", "H", "H", "H", "H", "H", "N", "C", "O", "H"], "xyz": [[-1.08245, 1.58404, -0.08057], [-0.04153, 0.84004, -0.83810], [0.69376, 1.13619, -1.70782], [-0.05374, -0.69540, -0.51982], [-1.24357, -1.33276, -0.03112], [-2.04715, 1.43626, -0.56369], [-0.77135, 2.62609, -0.04303], [-1.15975, 1.21790, 0.93910], [-0.84952, -1.97333, 0.66664], [-1.56313, -1.90232, -0.81231], [2.19979, -1.52333, 0.60571], [1.44998, -0.57126, 0.83919], [1.38444, 0.49813, 1.39820], [3.08421, -1.34025, 0.14762]], "smiles": "CC(=O)ON.N=C=O", "e_lumo_ev": 0.5}

=====

Version x
{"formula": "C3H6N2O3", "method": "ωB97M-V with the def2-TZVPD basis set", "species": ["H", "N", "C", "C", "O", "C", "N", "O", "O", "H", "H", "H", "H", "H"], "xyz": [[-2.58320, 1.11515, -1.32789], [-1.81502, 1.43854, -0.73671], [-1.07012, 0.55615, -0.28162], [-0.56604, -0.83882, -0.23145], [-0.01786, -1.41660, -1.37840], [0.21087, 0.31776, 0.41915], [1.46406, 0.71512, -0.13796], [0.15848, 0.40431, 1.79823], [0.95251, -0.60818, 2.39999], [-1.02917, -1.52884, 0.47022], [-0.72557, -1.75111, -1.94148], [1.49706, 1.71004, -0.32825], [1.65937, 0.19369, -0.98427], [1.86460, -0.30721, 2.26044]], "smiles": "[H]/N=C1\\[C@@H](O)[C@]1(N)OO", "e_lumo_ev": 0.4}

=====

Most stable = version w

=====

Version w
{"formula": "C3H6N2O3", "method": "ωB97M-V with the def2-TZVPD basis set", "species": ["O", "C", "C", "O", "N", "C", "N", "O", "H", "H", "H", "H", "H", "H"], "xyz": [[2.34603, -0.34296, -0.79476], [1.87707, 0.00748, 0.60770], [0.35081, -0.05722, 0.57399], [-0.01976, 1.34961, 0.12916], [-1.29238, 1.12425, -0.35847], [-2.01304, 0.11552, -0.19900], [-1.48812, -1.09657, 0.32298], [-0.25928, -0.93825, -0.33079], [2.23579, 0.71504, -0.87262], [2.28213, 0.87827, 0.98359], [2.18736, -0.89331, 1.15538], [-0.07005, -0.06946, 1.54310], [-3.06765, 0.15598, -0.23329], [-1.92904, -1.92214, -0.25271]], "smiles": "OC[C@H]1ON=CNO1", "e_lumo_ev": 0.8}

=====

Version x
{"formula": "C3H6N2O3", "method": "ωB97M-V with the def2-TZVPD basis set", "species": ["C", "C", "C", "H", "H", "H", "H", "H", "H", "N", "N", "O", "O", "O"], "xyz": [[-3.01784, -0.10952, 0.47990], [-0.73354, -1.03691, -0.05800], [2.34391, 0.38789, -0.06946], [-3.40859, -1.21291, 1.17384], [-3.82586, 0.04183, -0.53957], [-2.85668, 1.46407, 1.43730], [0.33738, 1.23989, 0.00982], [-0.97174, -2.13523, -0.03681], [2.78141, 1.48470, -0.21450], [-1.65729, 0.01213, -0.48143], [0.50330, -1.02037, -0.18873], [-1.14184, 1.30879, 0.00875], [1.02588, 0.20591, -0.52505], [3.17432, -0.17388, 0.60959]], "e_lumo_ev": 0.0}

=====

Version y
{"formula": "C3H6N2O3", "method": "ωB97M-V with the def2-TZVPD basis set", "species": ["C", "N", "C", "C", "O", "O", "N", "O", "H", "H", "H", "H", "H", "H"], "xyz": [[1.44633, 1.06922, 0.60142], [0.68997, -0.12030, 0.05935], [-0.52547, 0.05058, -0.68519], [-1.66684, -0.62994, 0.06218], [-1.58539, -1.62118, 0.75437], [-2.77615, 0.02788, -0.18555], [1.45475, -1.16839, -0.43077], [2.60363, -1.37573, -0.05990], [1.35785, 1.19506, 1.76483], [1.18356, 1.87145, -0.12437], [2.52205, 0.71373, 0.52194], [-0.59759, 1.14054, -1.12817], [-0.60120, -0.65204, -1.47955], [-3.50551, -0.50088, 0.32942]], "smiles": "CN(CC(=O)O)N=O", "e_lumo_ev": 0.5}

=====

Most stable = version y

=====

Version w
{"formula": "C3H6N2O3", "method": "ωB97M-V with the def2-TZVPD basis set", "species": ["C", "O", "O", "O", "H", "H", "C", "C", "N", "N", "H", "H", "H", "H"], "xyz": [[0.48506, -1.01720, 0.60553], [1.29814, -1.62453, -0.30902], [1.24350, -0.74269, 1.72213], [-0.71969, -1.40724, 0.79488], [0.60048, -0.72659, 2.45101], [2.09958, -1.90768, 0.15587], [-1.55904, 0.30520, -0.42050], [0.56315, 1.70153, -0.44097], [-0.03295, 0.58558, -0.38068], [-2.10810, 0.01291, -1.51840], [-1.41112, -0.24446, -2.21717], [-2.09271, 0.71954, 0.43553], [-0.02152, 2.62523, -0.37313], [1.65522, 1.72039, -0.50511]], "e_lumo_ev": 0.1}

=====

Version x
{"formula": "C3H6N2O3", "method": "ωB97M-V with the def2-TZVPD basis set", "species": ["C", "C", "C", "H", "H", "H", "H", "H", "H", "N", "N", "O", "O", "O"], "xyz": [[-1.19572, 1.28926, -0.28483], [0.07555, 0.28453, 1.45845], [1.49764, -2.43371, 0.07194], [0.38961, 1.48408, -2.83354], [-1.97114, 2.30104, -0.70693], [1.06852, 0.55291, 1.00683], [-0.03476, 0.35701, 2.43408], [2.72391, -2.49569, -0.37235], [0.55731, -3.27312, -0.16592], [-0.26258, 0.91505, -1.15256], [1.47701, -1.19574, 0.58081], [-0.64578, 1.20852, -2.37655], [-1.16402, 0.92699, 0.92142], [0.12239, -1.11074, 1.10098]], "e_lumo_ev": 0.8}

=====

Most stable = version w

=====

Version w
{"formula": "C2H5NO", "method": "ωB97M-V with the def2-TZVPD basis set", "species": ["C", "N", "C", "O", "H", "H", "H", "H", "H"], "xyz": [[0.31838, -0.57504, -1.41268], [0.61704, -0.81874, 0.16515], [0.14219, 0.19589, 1.01273], [-0.77172, 1.13342, 0.51464], [0.69524, -1.36457, -2.02043], [-0.19849, 0.30976, -1.71063], [1.00908, 0.78186, 1.36176], [-0.26518, -0.32237, 1.90216], [-1.54654, 0.65980, 0.18729]], "smiles": "C=NCO", "e_lumo_ev": [-0.1, -0.1]}

=====

Version x
{"formula": "C2H5NO", "method": "ωB97M-V with the def2-TZVPD basis set", "species": ["C", "N", "C", "O", "H", "H", "H", "H", "H"], "xyz": [[-0.91015, -0.77047, 0.80376], [0.18075, 0.15260, 0.89325], [0.78388, 0.61032, -0.17166], [0.94437, 0.54003, -1.74396], [-1.33296, -1.11319, 1.75927], [-1.82714, -0.51570, 0.12608], [-0.56868, -1.67502, 0.47498], [1.61020, 1.41222, 0.03295], [1.11973, 1.35922, -2.17466]], "smiles": "C/N=C\\O", "e_lumo_ev": 0.7}

=====

Version y
{"formula": "C2H5NO", "method": "ωB97M-V with the def2-TZVPD basis set", "species": ["C", "C", "N", "O", "H", "H", "H", "H", "H"], "xyz": [[0.67911, 1.19826, -0.83078], [-0.21440, -0.98249, -0.12649], [0.79448, 0.05705, -0.24753], [2.42186, -0.09912, 0.70392], [1.44712, 1.97931, -0.62042], [-0.19669, 1.34400, -1.49338], [-0.17905, -1.77314, -1.00956], [-1.10129, -0.47890, -0.07055], [-0.01889, -1.61925, 0.72898]], "e_lumo_ev": [0.2, 0.2]}

=====

Version z
{"formula": "C2H5NO", "method": "ωB97M-V with the def2-TZVPD basis set", "species": ["C", "C", "N", "O", "H", "H", "H", "H", "H"], "xyz": [[0.55140, -0.86574, 0.35745], [-0.13802, 0.25532, -0.69914], [-0.76751, 1.18179, 0.02449], [-0.01334, 0.14322, -1.89315], [0.14239, -1.82618, 0.03688], [0.44335, -0.81604, 1.45846], [1.62019, -0.83594, 0.13420], [-1.24880, 1.95562, -0.41537], [-0.58966, 0.80796, 0.99617]], "smiles": "CC(N)=O", "e_lumo_ev": 0.9}

=====

Most stable = version z

=====

Version w
{"formula": "C2H5NOS", "method": "ωB97M-V with the def2-TZVPD basis set", "species": ["N", "C", "C", "O", "S", "H", "H", "H", "H", "H"], "xyz": [[0.90456, -2.21741, 0.45900], [0.83244, -0.93558, -0.26854], [-0.25265, 0.07988, 0.28247], [-0.82219, 0.00547, 1.38961], [-0.51764, 1.55768, -0.83088], [-0.20463, -2.41893, 0.67837], [1.62011, -2.25051, 1.34971], [1.76381, -0.32763, -0.32505], [0.81923, -0.94459, -1.38021], [1.05059, 1.63117, -1.44220]], "smiles": "NCC(=O)S", "e_lumo_ev": -0.3}

=====

Version x
{"formula": "C2H5NOS", "method": "ωB97M-V with the def2-TZVPD basis set", "species": ["O", "N", "C", "C", "S", "H", "H", "H", "H", "H"], "xyz": [[-0.68779, 1.40704, -0.31145], [-0.25813, 0.64321, -1.39310], [0.37454, -0.18674, -0.81443], [0.67440, -0.26296, 0.69166], [-0.52274, -1.75280, 1.27923], [-0.84237, 2.59013, -0.23911], [0.83816, -0.92358, -1.46675], [1.78739, -0.57150, 0.98164], [0.34406, 0.54843, 1.16062], [-1.70751, -1.49123, 0.11170]], "smiles": "O/N=C\\CS", "e_lumo_ev": 0.3}

=====

Version y
{"formula": "C2H5NOS", "method": "ωB97M-V with the def2-TZVPD basis set", "species": ["C", "C", "N", "O", "S", "H", "H", "H", "H", "H"], "xyz": [[-0.00614, 2.15687, 2.00189], [0.69712, 0.30618, -1.12335], [0.37117, 0.56976, -2.32878], [1.04609, 1.69706, 1.79565], [-1.34292, 2.87035, 2.17144], [0.41384, -0.69552, -0.62643], [1.10740, 1.13618, -0.48005], [0.15041, -0.22894, -2.94088], [-1.92835, 1.94982, 4.86439], [-1.96690, 1.74540, 4.00878]], "e_lumo_ev": 0.6}

=====

Version z
{"formula": "C2H5NOS", "method": "ωB97M-V with the def2-TZVPD basis set", "species": ["C", "C", "H", "H", "H", "H", "H", "N", "O", "S"], "xyz": [[0.60411, -0.33026, 1.28351], [0.11072, -0.09353, -0.23903], [2.23674, -0.76644, 0.11979], [1.64622, -2.12572, 1.57274], [-0.09330, -0.91444, 2.11718], [0.71231, 0.69139, 1.53295], [-2.58318, 1.17828, 0.41474], [1.97698, -0.93932, 1.36183], [0.38385, -0.66001, -1.26974], [-1.44484, 1.02094, -0.71245]], "e_lumo_ev": -0.2}

=====

Most stable = version y

=====

Version w
{"formula": "C2H5NOS", "method": "ωB97M-V with the def2-TZVPD basis set", "species": ["C", "C", "N", "O", "S", "H", "H", "H", "H", "H"], "xyz": [[-0.67159, -1.11833, -0.01445], [1.69537, 0.03601, -0.05121], [-2.15276, 0.93074, -0.03796], [-1.16791, -2.16924, -0.02434], [-0.31072, 0.43032, 0.01619], [1.98040, 0.38727, -1.02928], [2.02874, -1.03367, 0.04334], [1.99872, 0.63534, 0.87364], [-2.71781, 0.86858, -0.84790], [-2.73213, 0.94201, 0.76524]], "e_lumo_ev": -0.1}

=====

Version x
{"formula": "C2H5NOS", "method": "ωB97M-V with the def2-TZVPD basis set", "species": ["O", "C", "C", "N", "S", "H", "H", "H", "H", "H"], "xyz": [[2.62194, -0.55983, 0.14795], [1.77378, 0.54083, -0.09031], [0.43445, 0.03127, -0.45665], [-0.59414, 0.35990, 0.25292], [-2.14871, -0.16786, -0.03462], [2.59656, -0.73372, 1.09573], [2.19898, 1.14109, -0.88875], [1.70949, 1.19272, 0.81176], [0.39687, -0.67501, -1.24732], [-2.58849, 0.28746, 1.11018]], "smiles": "OC/C=N/S", "e_lumo_ev": 0.8}

=====

Most stable = version x

=====

Version w
{"formula": "C4H9N2O", "method": "ωB97M-V with the def2-TZVPD basis set", "species": ["O", "C", "C", "C", "C", "N", "N", "H", "H", "H", "H", "H", "H", "H", "H", "H"], "xyz": [[-1.47561, 0.08982, 0.97219], [-1.61888, -0.38514, -0.33088], [-0.12160, -0.37299, -1.01777], [1.00828, -0.89049, -0.06411], [1.29739, 0.35271, 0.82968], [0.81702, 1.35260, -0.10709], [0.04162, 0.98380, -0.98914], [-2.34499, -0.11168, 1.33946], [-2.11607, -1.36151, -0.27408], [-2.15626, 0.36521, -0.96449], [-0.09643, -0.67908, -2.05293], [1.92890, -0.93812, -0.65063], [0.73621, -1.81646, 0.54195], [0.68704, 0.60998, 1.71084], [2.25904, 0.36558, 1.19060], [1.15435, 2.43578, -0.13359]], "total_charge": 1, "smiles": "OC[C@@H]1CC[NH+]=N1", "e_lumo_ev": -5.3}

=====

Version x
{"formula": "C4H9N2O", "method": "ωB97M-V with the def2-TZVPD basis set", "species": ["C", "C", "C", "C", "N", "N", "O", "H", "H", "H", "H", "H", "H", "H", "H", "H"], "xyz": [[-2.22154, -0.21802, -0.09442], [0.75710, 0.29987, -1.38159], [0.14728, 0.83826, -0.06623], [2.04034, -0.66375, 0.70841], [-2.85950, 0.60081, 0.68475], [0.80015, -0.49367, -0.04848], [-2.02021, -1.26742, -0.60464], [0.10755, -0.26354, -2.06572], [1.80390, 0.72333, -1.55674], [0.74794, 1.55460, 0.60183], [1.94995, -0.71948, 1.74511], [2.57471, -1.55616, 0.17629], [2.50119, 0.35492, 0.55566], [-2.63114, 1.67205, 0.80555], [-3.86852, 0.41883, 0.76310], [0.17081, -1.28066, -0.22286]], "total_charge": 1, "e_lumo_ev": [-4.3, -4.3]}

=====

Most stable = version w